Entry 1:
ORCA calculation (ωB97M-V/def2-TZVPD) on an isolated molecule of C6H10FP at a distorted geometry.

F_max = 4.0 eV/A
LUMO = 0.0192 Ha
Kohn-Sham gap = 9.0155 eV
Electronic energy = -18388.2261 eV

Last column: Löwdin charge in e.
Cartesian coordinates (Å):
C1 -0.08623 -1.81047 0.02231  0.055
C2 -0.59191 -0.53613 -0.12751  -0.328
C3 -1.92644 -0.35796 -0.70269  -0.108
C4 0.25440 0.77840 0.25383  -0.453
C5 1.04083 0.53728 1.47622  -0.128
C6 0.95975 1.59044 -0.81377  -0.334
P1 -0.23789 2.92028 -0.11391  0.987
F1 0.81005 3.66041 0.95052  -0.422
H1 0.88816 -1.91143 0.45304  0.038
H2 -0.74443 -2.62998 0.05860  0.043
H3 -2.56639 0.33958 -0.14865  0.072
H4 -2.34809 -1.35783 -0.94858  0.081
H5 -1.78111 0.19356 -1.76637  0.127
H6 0.29103 0.27139 2.29295  0.116
H7 1.61660 1.39688 1.66005  0.041
H8 1.78104 -0.31399 1.37980  0.097
H9 2.01922 1.79522 -0.59110  0.090
H10 0.73535 1.46138 -1.81068  0.026

Entry 2:
ORCA calculation (ωB97M-V/def2-TZVPD) on a structure of composition C33H51BrN5O4PS2Sr.

F_max = 0.5 eV/A
LUMO = -0.0286 Ha
Kohn-Sham gap = 5.8947 eV
Electronic energy = -152527.9333 eV

Last column: Löwdin charge in e.
Cartesian coordinates (Å):
Sr1 0.80492 -0.34565 -0.32926  1.029
O1 2.86432 -0.37561 0.91999  -0.356
N1 3.91092 -1.06742 0.50225  -0.251
C1 5.11784 -0.45606 0.54462  -0.044
C2 6.26137 -1.06567 0.12005  -0.071
C3 6.17248 -2.37054 -0.37017  -0.081
C4 4.94866 -2.98463 -0.40819  -0.106
C5 3.76588 -2.34923 0.02103  -0.719
S1 2.21469 -3.07594 -0.06302  0.553
H1 5.07233 0.54720 0.94032  0.134
H2 7.19793 -0.53061 0.17016  0.104
H3 7.05289 -2.89159 -0.72161  0.105
H4 4.84367 -3.99102 -0.78713  0.098
O2 3.42140 4.96476 -3.63950  0.088
C6 2.78626 3.98722 -2.95804  -0.305
C7 1.75224 4.23060 -2.05818  0.013
C8 1.17366 3.15953 -1.41754  -0.106
N2 1.54809 1.88656 -1.61914  -0.052
C9 2.53828 1.69252 -2.47692  -0.705
Br1 3.06404 -0.10228 -2.77369  0.873
C10 3.19426 2.68365 -3.17632  -0.033
H5 3.03810 5.81994 -3.42188  0.114
H6 1.40311 5.23734 -1.86373  0.120
H7 0.36204 3.31408 -0.71948  0.093
H8 3.98774 2.45701 -3.87278  0.122
C11 -1.46662 3.69199 3.63550  -0.084
C12 -1.09020 2.84098 2.41849  -0.584
C13 0.42449 2.98033 2.17039  -0.107
C14 -1.78533 3.40085 1.16935  -0.107
P1 -1.49413 0.96210 2.48892  0.789
N3 -0.77643 0.16495 1.38240  -0.441
C15 -3.40901 0.81124 2.35669  -0.584
C16 -4.25666 1.81992 3.14141  -0.085
C17 -3.81375 -0.60649 2.79670  -0.103
C18 -3.77656 0.89256 0.86276  -0.102
C19 -0.99202 0.39437 4.24328  -0.595
C20 -0.84305 -1.13465 4.21980  -0.107
C21 -1.90873 0.81626 5.39683  -0.085
C22 0.42309 0.92190 4.53698  -0.097
H9 -1.24057 4.74069 3.41302  0.089
H10 -0.88634 3.41880 4.51562  0.057
H11 -2.52302 3.63097 3.89080  0.059
H12 0.62532 3.95360 1.70996  0.078
H13 0.78191 2.19612 1.50211  0.045
H14 1.00780 2.93597 3.08761  0.062
H15 -1.36380 4.38438 0.93615  0.081
H16 -2.85373 3.54315 1.31982  0.058
H17 -1.63360 2.74494 0.31005  0.070
H18 -4.03626 1.81227 4.20743  0.060
H19 -5.31457 1.56150 3.01974  0.086
H20 -4.13226 2.83603 2.77143  0.058
H21 -3.71307 -0.76788 3.86699  0.057
H22 -3.21775 -1.35460 2.27301  0.049
H23 -4.86579 -0.76758 2.53909  0.082
H24 -3.85427 1.91383 0.50080  0.062
H25 -4.75108 0.41878 0.70262  0.079
H26 -3.02293 0.38344 0.26055  0.050
H27 -1.78818 -1.66147 4.07928  0.056
H28 -0.42461 -1.45867 5.17885  0.084
H29 -0.15040 -1.42263 3.43062  0.063
H30 -2.88718 0.34366 5.35497  0.058
H31 -2.05506 1.89688 5.43415  0.060
H32 -1.44458 0.51337 6.34191  0.086
H33 1.09802 0.72220 3.70407  0.081
H34 0.81372 0.40488 5.41908  0.086
H35 0.42475 1.98683 4.76324  0.055
O3 2.61401 -2.22581 -8.53414  0.103
C23 2.31243 -0.97015 -8.10932  -0.484
O4 2.70582 -0.03645 -8.75429  0.103
C24 1.51333 -0.84496 -6.85972  -0.160
C25 0.99148 -1.91760 -6.14380  -0.043
C26 0.26094 -1.72370 -4.98173  -0.124
C27 0.02351 -0.43935 -4.46457  -0.753
S2 -0.86343 -0.15015 -2.98510  0.470
C28 0.53845 0.63467 -5.21755  -0.141
C29 1.26041 0.43603 -6.37645  -0.025
H36 2.26843 -2.87386 -7.91657  0.073
H37 1.12936 -2.94275 -6.47705  0.103
H38 -0.13516 -2.58336 -4.45631  0.083
H39 0.35000 1.64088 -4.86256  0.096
H40 1.65180 1.27461 -6.93964  0.119
N4 -2.10018 -4.89959 0.05562  0.051
C30 -2.25767 -4.28196 -1.31261  -0.091
C31 -1.14837 -3.26238 -1.49605  -0.236
N5 -1.09934 -2.29082 -0.42577  -0.147
C32 -1.05752 -2.86039 0.91020  -0.259
C33 -2.17469 -3.85628 1.14846  -0.097
H41 -1.17897 -5.34242 0.10517  0.181
H42 -2.79990 -5.62520 0.20127  0.174
H43 -3.24104 -3.81322 -1.33237  0.137
H44 -2.21675 -5.08673 -2.04516  0.132
H45 -1.27352 -2.72091 -2.43196  0.055
H46 -0.18366 -3.78301 -1.53841  0.099
H47 -1.78178 -1.54286 -0.49921  0.075
H48 -1.09809 -2.02024 1.60757  0.055
H49 -0.09487 -3.36324 1.06189  0.057
H50 -3.16048 -3.39801 1.07176  0.126
H51 -2.07927 -4.37073 2.10410  0.135

Entry 3:
ORCA calculation (ωB97M-V/def2-TZVPD) on a structure of composition C30H45BrEuN2P2 at a distorted geometry.

Charge = +2
F_max = 3.2 eV/A
<S²> = 15.7604
LUMO (spin up / spin down) = -0.2469 / -0.2452 Ha
Spin multiplicity = 8
Kohn-Sham gap (spin up / spin down) = 4.9037 / 4.9495 eV
Electronic energy = -142754.3150 eV

Last column: Löwdin charge in e.
Cartesian coordinates (Å):
N1 -7.07740 5.39382 -6.55292  0.076
C1 -6.89118 6.00643 -5.38109  -0.117
C2 -5.96472 5.58065 -4.42381  -0.004
C3 -5.20187 4.40222 -4.65779  -0.197
C4 -5.44609 3.75740 -5.90607  -0.012
C5 -6.37554 4.29310 -6.79932  -0.124
C6 -4.20777 3.85325 -3.71942  0.003
Eu1 0.00822 2.03524 -0.32630  1.436
P1 5.94700 -0.79926 -1.10218  0.947
C7 -3.32583 2.86204 -4.05429  -0.043
C8 -2.47233 2.08669 -3.15884  -0.199
C9 -1.34655 1.41808 -3.67332  0.000
C10 -0.57734 0.54240 -2.92034  -0.137
C11 -1.09706 -0.01082 -1.70496  -0.470
C12 -2.16556 0.76459 -1.10482  -0.244
C13 -2.75231 1.84452 -1.79176  -0.041
Br1 1.62686 -0.25035 -0.00443  0.113
H1 -4.13551 4.33076 -2.72936  0.125
H2 -3.20768 2.59198 -5.10817  0.116
H3 -5.87856 6.14818 -3.51109  0.107
H4 -4.98542 2.81046 -6.17325  0.103
H5 -7.51377 6.88393 -5.20050  0.118
H6 -6.57798 3.82737 -7.77134  0.120
H7 -1.13252 1.58658 -4.73915  0.146
H8 -3.57489 2.40875 -1.36589  0.123
H9 0.34616 0.14984 -3.35638  0.117
H10 -2.51087 0.49655 -0.10058  0.096
P2 -0.86318 -1.76852 -1.13996  1.002
C14 5.22276 0.86421 -0.85044  -0.468
C15 6.30357 1.87383 -1.24373  -0.189
H11 4.92590 0.95979 0.20093  0.066
H12 4.32720 0.94478 -1.47615  0.039
H13 6.06212 2.86827 -0.86592  0.061
H14 7.27784 1.58266 -0.83277  0.060
H15 6.40221 1.95051 -2.33171  0.069
C16 5.11293 -1.22113 -2.68219  -0.453
C17 5.81983 -2.39061 -3.35182  -0.178
H16 5.14104 -0.33054 -3.31952  0.075
H17 4.06486 -1.44524 -2.45862  0.053
H18 5.48856 -2.49817 -4.38528  0.065
H19 6.90222 -2.23797 -3.36342  0.066
H20 5.61207 -3.33105 -2.84026  0.063
C18 4.97921 -1.82570 0.07366  -0.467
C19 5.69220 -1.99002 1.41599  -0.171
H21 4.83915 -2.79668 -0.41617  0.073
H22 3.99818 -1.33549 0.18905  -0.042
H23 5.08955 -2.61832 2.07906  0.064
H24 6.66327 -2.48323 1.28368  0.071
H25 5.85430 -1.03353 1.92348  0.065
C20 -0.63028 -3.12310 0.17083  -0.286
C21 -1.63282 -4.28343 0.15119  -0.107
H26 -0.58353 -2.66406 1.16567  0.066
H27 0.37684 -3.53553 0.00482  0.089
H28 -2.60700 -3.99368 0.57108  0.074
H29 -1.80490 -4.68376 -0.85948  0.081
H30 -1.26686 -5.12972 0.74558  0.103
C22 0.44530 -2.32800 -2.30833  -0.368
C23 -0.07710 -2.43028 -3.71555  -0.123
H31 0.78936 -3.29330 -1.90869  0.096
H32 1.28846 -1.63116 -2.18292  0.013
H33 -0.92548 -3.11862 -3.74953  0.078
H34 -0.41229 -1.46982 -4.12155  0.058
H35 0.73754 -2.78371 -4.35306  0.100
C24 -2.51042 -2.27515 -1.81179  -0.320
C25 -3.58400 -1.93534 -0.77441  -0.126
H36 -2.46179 -3.35697 -2.01551  0.082
H37 -2.68774 -1.73567 -2.74485  0.099
H38 -4.37510 -1.34964 -1.24785  0.091
H39 -4.05066 -2.83691 -0.36916  0.081
H40 -3.21529 -1.35448 0.08278  0.060
C26 -1.94868 1.60590 4.54186  -0.017
C27 -1.82278 2.62157 3.58924  -0.027
C28 -1.14987 2.33411 2.39783  -0.216
N2 -0.68665 1.11604 2.09830  -0.079
C29 -0.75589 0.14619 3.05310  -0.106
C30 -1.41505 0.35693 4.25991  -0.027
H41 -2.45034 1.82128 5.47616  0.127
H42 -2.18332 3.62399 3.71784  0.114
H43 -0.96713 3.19271 1.70158  0.075
H44 -0.23737 -0.79958 2.84436  0.105
H45 -1.48168 -0.45870 4.97859  0.126

Entry 4:
ORCA calculation (ωB97M-V/def2-TZVPD) on a cluster of 2 separate species, C4H9NO in total at a distorted geometry.

F_max = 3.6 eV/A
LUMO = 0.0331 Ha
Kohn-Sham gap = 8.8048 eV
Electronic energy = -7829.1275 eV

Last column: Löwdin charge in e.
Cartesian coordinates (Å):
C1 -1.70150 1.47755 -2.13729  -0.046
C2 -1.20784 1.28834 -0.93115  -0.237
C3 0.17804 0.87564 -0.53067  -0.136
C4 0.50492 0.82882 0.77140  -0.208
N1 1.75173 0.43000 1.40012  -0.004
H1 -2.78350 1.22952 -2.19422  0.061
H2 -1.09203 1.70540 -3.01905  0.058
H3 -1.94021 1.33247 -0.00282  0.128
H4 0.93768 1.09450 -1.28602  0.103
H5 -0.36776 0.82555 1.42511  0.095
H6 2.52257 -0.01764 0.82813  0.098
H7 2.19118 0.93659 2.22050  0.094
O1 0.25420 -3.68315 0.82490  -0.110
H8 0.27568 -3.46644 1.80820  0.062
H9 -0.68096 -4.00694 0.78638  0.045